(1)
{
  "formula": "C3H5AuO3",
  "method": "ωB97M-V/def2-TZVPD",
  "homo_ev": [-32.33, -30.77],
  "spin_multiplicity": 3,
  "lumo_ha": [-0.83235, -0.99570],
  "gap_ev": [9.68, 3.67],
  "total_charge": 4,
  "symbols": ["O", "H", "C", "O", "C", "H", "C", "Au", "H", "H", "H", "O"],
  "coordinates": [[-0.90, 0.87, 0.99], [-1.64, -0.09, -0.68], [-0.90, 0.68, -0.45], [0.83, -0.42, 0.51], [0.52, 0.24, -0.76], [1.76, -0.64, 0.73], [0.07, 0.28, 1.61], [-0.84, -3.35, -1.30], [1.23, 1.06, -0.90], [0.60, -0.49, -1.57], [-1.15, 1.64, -0.91], [0.41, 0.22, 2.73]],
  "mulliken_charge": [-0.01, 0.23, 0.02, -0.13, -0.24, 0.52, 0.69, 1.62, 0.38, 0.26, 0.38, 0.29]
}



(2)
{
  "formula": "C3H5BrN2O4",
  "method": "ωB97M-V/def2-TZVPD",
  "homo_ev": [-9.73, -9.73],
  "spin_multiplicity": 1,
  "lumo_ha": [-0.04091, -0.04095],
  "gap_ev": [8.62, 8.62],
  "total_charge": 0,
  "symbols": ["H", "N", "O", "C", "Br", "O", "H", "N", "C", "O", "H", "C", "H", "H", "O"],
  "coordinates": [[2.54, -0.77, 1.35], [0.52, 3.08, 1.37], [-0.14, 4.13, -0.98], [1.09, -0.88, -0.15], [3.18, 2.78, 0.57], [1.91, 4.18, -1.61], [3.08, -0.34, -0.27], [1.04, 3.92, -0.84], [1.41, 3.28, 0.37], [0.94, 2.69, 2.41], [0.94, -0.73, -1.26], [2.30, -0.78, 0.33], [-1.04, 3.78, 0.38], [0.41, -1.20, 0.46], [-0.75, 3.44, 1.28]],
  "mulliken_charge": [0.29, 0.82, -0.77, -0.49, -0.03, -0.57, 0.24, 1.06, 0.05, -0.60, 0.20, -0.58, 0.49, 0.35, -0.46]
}



(3)
{
  "formula": "C3H5BrN3",
  "method": "ωB97M-V/def2-TZVPD",
  "homo_ev": [-13.96, -13.96],
  "spin_multiplicity": 1,
  "lumo_ha": [-0.18912, -0.18911],
  "gap_ev": [8.82, 8.82],
  "total_charge": 1,
  "symbols": ["H", "C", "H", "H", "H", "C", "C", "H", "N", "N", "Br", "N"],
  "coordinates": [[1.22, -1.53, -0.97], [0.69, 1.38, 1.93], [0.31, 2.37, 2.38], [-0.11, -0.34, -1.58], [-0.55, -1.84, -0.67], [2.27, 0.13, 1.04], [0.20, -1.04, -0.77], [-1.07, 0.99, 0.99], [-0.09, 0.76, 1.02], [0.55, -0.26, 0.40], [3.66, -0.92, 0.71], [1.93, 1.00, 1.88]],
  "mulliken_charge": [0.18, -0.06, 0.35, 0.31, 0.28, 0.52, -0.53, 0.26, -0.01, -0.10, 0.12, -0.33]
}



(4)
{
  "formula": "C3H5BrN3",
  "method": "ωB97M-V/def2-TZVPD",
  "homo_ev": [-14.78, -14.77],
  "spin_multiplicity": 1,
  "lumo_ha": [-0.30003, -0.30008],
  "gap_ev": [6.61, 6.61],
  "smiles": "Br[N@@H+]1CC=NC=N1",
  "total_charge": 1,
  "symbols": ["H", "C", "N", "Br", "N", "C", "N", "H", "H", "H", "C", "H"],
  "coordinates": [[-0.11, 1.79, 2.16], [0.21, -0.81, -0.60], [-0.84, 0.99, 0.52], [-2.86, -0.35, -1.41], [1.27, 0.42, 1.27], [1.31, -0.47, 0.38], [-0.69, 0.30, -0.66], [-0.75, 1.01, -1.31], [0.50, -0.95, -1.59], [2.21, -1.24, 0.37], [0.09, 1.16, 1.37], [-0.34, -1.86, -0.50]],
  "mulliken_charge": [0.45, -0.53, -0.30, 0.18, -0.41, 0.18, -0.09, 0.44, 0.48, 0.32, -0.02, 0.29]
}



Here are the calculated molecular weight numbers, same order: 286.0 213.0 163.0 163.0 (u).